Entry P
{"formula": "CO3S3", "method": "ωB97M-V/def2-TZVPD", "smiles": "O=S(=O)=S.O=C=S", "orbital_gap_ev": 9.387, "symbols": ["C", "O", "O", "O", "S", "S", "S"], "positions_angstrom": [[1.96019, 0.02270, -0.20563], [-1.96438, 0.97016, -0.92742], [-1.24568, 0.69926, 1.41701], [0.87200, 0.33929, -0.46745], [3.39260, -0.40324, 0.12791], [-1.49512, -1.76373, -0.07990], [-1.51962, 0.13555, 0.13548]]}

=====

Entry Q
{"formula": "CO3S3", "method": "ωB97M-V/def2-TZVPD", "orbital_gap_ev": 8.323, "symbols": ["C", "O", "O", "O", "S", "S", "S"], "positions_angstrom": [[-2.27273, -0.84685, -0.07168], [2.29640, 0.46012, -1.08069], [1.18990, 2.27800, 0.30385], [-2.79534, -1.78608, -0.57975], [-2.33123, 0.85496, 0.15304], [-0.69555, -0.40061, 0.63696], [1.65291, 0.90396, 0.15687]]}

=====

Which one is most stable, and which one is least stable? entry P is the most stable of them, while entry Q is the least stable.

=====

Entry P
{"formula": "C6H7N3O4", "method": "ωB97M-V/def2-TZVPD", "orbital_gap_ev": [6.840, 7.261], "symbols": ["C", "C", "C", "C", "C", "C", "N", "N", "N", "O", "O", "O", "O", "H", "H", "H", "H", "H", "H", "H"], "positions_angstrom": [[-0.27985, -1.13069, -1.10521], [0.91157, -0.49966, -1.02569], [3.56304, 0.27900, 0.51898], [2.33819, -0.20604, 0.68966], [-3.41650, 1.91905, 0.30160], [-1.35622, -1.04756, -0.26635], [0.25763, 0.53709, 1.08404], [-2.63802, -1.15845, -0.01876], [1.20095, 0.38454, 0.11028], [-2.53137, 1.81854, -0.40251], [-4.24076, 2.08399, 1.05878], [-3.14528, -1.91943, -0.82735], [-3.21464, -0.58927, 0.84756], [-0.47635, -1.97070, -1.89095], [1.70009, -0.51394, -1.70400], [4.56187, -0.23947, 0.87195], [3.83876, 1.24262, -0.06495], [2.04786, -1.03135, 1.26606], [-0.64126, 0.69446, 0.65698], [1.52027, 1.34728, -0.10011]]}

=====

Entry Q
{"formula": "C6H7N3O4", "method": "ωB97M-V/def2-TZVPD", "orbital_gap_ev": 8.748, "symbols": ["C", "C", "C", "C", "C", "C", "N", "N", "N", "O", "O", "O", "O", "H", "H", "H", "H", "H", "H", "H"], "positions_angstrom": [[0.95773, -0.81207, 3.09667], [2.44154, -1.01381, 3.24321], [-0.81540, 2.92127, 2.64975], [2.08006, 0.30871, -0.05896], [-0.97089, -0.25994, -1.70115], [-0.22053, 0.48015, -0.59826], [1.83346, -0.17576, 1.18357], [3.11738, -1.36868, 4.21434], [0.71958, -0.37469, 1.91592], [-1.75976, 2.36168, 2.35577], [0.08781, 3.47850, 3.02866], [2.92065, -0.66624, 1.99314], [1.15917, 0.66448, -0.85161], [0.28488, -1.17500, 3.80935], [-0.36221, -1.00126, -2.15541], [-1.82544, -0.73784, -1.25236], [-1.25038, 0.48507, -2.62825], [-0.27086, -0.04296, 0.36478], [-0.76594, 1.39106, -0.33786], [4.09908, -1.19395, 4.11606]]}

=====

Which one is most stable, and which one is least stable? entry Q is the most stable of them, while entry P is the least stable.

=====

Entry P
{"formula": "C37H87N5O7", "method": "ωB97M-V/def2-TZVPD", "smiles": "CC1(C)CCCC(C)(C)N1O.CC1(C)CCCC(C)(C)N1O.CC1(C)CCCC(C)(C)N1O.COC[C@H](C)N.COC[C@H](C)N.CO.CO", "orbital_gap_ev": 8.558, "symbols": ["C", "C", "C", "C", "C", "C", "N", "O", "C", "C", "C", "H", "H", "H", "H", "H", "H", "H", "H", "H", "H", "H", "H", "H", "H", "H", "H", "H", "H", "H", "C", "C", "C", "C", "C", "C", "N", "O", "C", "C", "C", "H", "H", "H", "H", "H", "H", "H", "H", "H", "H", "H", "H", "H", "H", "H", "H", "H", "H", "H", "C", "C", "C", "C", "C", "C", "N", "O", "C", "C", "C", "H", "H", "H", "H", "H", "H", "H", "H", "H", "H", "H", "H", "H", "H", "H", "H", "H", "H", "H", "C", "C", "C", "O", "C", "N", "H", "H", "H", "H", "H", "H", "H", "H", "H", "H", "H", "C", "C", "C", "O", "C", "N", "H", "H", "H", "H", "H", "H", "H", "H", "H", "H", "H", "C", "O", "H", "H", "H", "H", "C", "O", "H", "H", "H", "H"], "positions_angstrom": [[11.92735, -5.87822, 11.88526], [11.08179, -6.27457, 13.20018], [11.27422, -7.85661, 13.49562], [12.66060, -8.30301, 14.14732], [12.84911, -7.46133, 15.36813], [12.86361, -5.91058, 14.99085], [11.61694, -5.53594, 14.40090], [11.63039, -4.19085, 14.24066], [12.88705, -5.24569, 16.39401], [14.16718, -5.62754, 14.16194], [9.57823, -5.93911, 13.00428], [12.18282, -4.82270, 11.97857], [11.46484, -6.00577, 10.90653], [12.76945, -6.54078, 11.68532], [10.43758, -8.10173, 14.14988], [11.15706, -8.41267, 12.56548], [13.50963, -8.20962, 13.47018], [12.62590, -9.34364, 14.46981], [13.66317, -7.91927, 15.92999], [11.94520, -7.59323, 15.96281], [12.84126, -4.16647, 16.53991], [12.21314, -5.58137, 17.18221], [13.89818, -5.44532, 16.74878], [14.40649, -6.23584, 13.28970], [14.21433, -4.55709, 13.96191], [15.01484, -5.74889, 14.83637], [9.04291, -6.25016, 13.90138], [9.24963, -6.52256, 12.14422], [9.44105, -4.86601, 12.87108], [10.90495, -3.91901, 14.80762], [20.70901, 3.31516, 7.12211], [20.34628, 2.62019, 8.46671], [19.72533, 3.76475, 9.34123], [19.04866, 3.25533, 10.57723], [18.13395, 2.03716, 10.32590], [18.60941, 0.95071, 9.34803], [19.27343, 1.57937, 8.19578], [19.70120, 0.67357, 7.15250], [19.44451, -0.15132, 10.07519], [17.27491, 0.27726, 8.93782], [21.66588, 2.06611, 9.08253], [19.82106, 3.49375, 6.51568], [21.23073, 2.68834, 6.39891], [21.35773, 4.17581, 7.28503], [20.49759, 4.51668, 9.50347], [19.05461, 4.40718, 8.77068], [18.51771, 4.12250, 10.96993], [19.80496, 3.15989, 11.35633], [17.18752, 2.50592, 10.05638], [18.01818, 1.66614, 11.34425], [18.79878, -0.74119, 10.72572], [19.86436, -0.83181, 9.33441], [20.26467, 0.30090, 10.63280], [16.66405, 1.05184, 8.47417], [17.53447, -0.55614, 8.28501], [16.76276, -0.22329, 9.75956], [22.33447, 2.89224, 9.32461], [22.06490, 1.37450, 8.34053], [21.54945, 1.64340, 10.08045], [19.02352, 0.80697, 6.48575], [18.61025, -1.39534, 5.00609], [17.92079, -2.02209, 3.83940], [17.51560, -3.46230, 4.19052], [16.16751, -3.39185, 4.95862], [15.12318, -2.63255, 4.30071], [15.49023, -1.17418, 3.89308], [16.79688, -1.29156, 3.18330], [17.17596, -0.14005, 2.51482], [14.35987, -0.84627, 2.91438], [15.42601, -0.16386, 5.08618], [18.98418, -2.12125, 2.70121], [18.47053, -0.32580, 4.84905], [19.69566, -1.48191, 5.05594], [18.25979, -1.54172, 6.02778], [17.39337, -4.18133, 3.38048], [18.17152, -3.90351, 4.94099], [16.19586, -3.11757, 6.01317], [15.89140, -4.43745, 5.09500], [14.28616, -2.60181, 4.99825], [14.94632, -3.31463, 3.46910], [13.37638, -0.90181, 3.38102], [14.43495, 0.15013, 2.47888], [14.35991, -1.69214, 2.22691], [14.42753, 0.17585, 5.36136], [15.59526, -0.59798, 6.07158], [15.96802, 0.74310, 4.81833], [19.87386, -2.72029, 2.89547], [19.46860, -1.15432, 2.56528], [18.61807, -2.45346, 1.72977], [17.34711, -0.50653, 1.64419], [18.76415, -3.46060, 8.66070], [19.25651, -4.85396, 9.15218], [18.19961, -5.72498, 9.70961], [17.46104, -5.08402, 10.70727], [17.19258, -5.80763, 11.88631], [20.15857, -5.58202, 8.26744], [18.10507, -2.92420, 9.34334], [18.09321, -3.72146, 7.84223], [19.57491, -2.84147, 8.27672], [19.88083, -4.59058, 10.00598], [18.74229, -6.54691, 10.17654], [17.62729, -6.15163, 8.88589], [18.01777, -6.37313, 12.31919], [16.32975, -6.44790, 11.70279], [17.00071, -5.08405, 12.67860], [19.63752, -5.82115, 7.43593], [20.62197, -6.38256, 8.67304], [23.61524, -5.01222, 0.22357], [23.68080, -5.93115, 1.39730], [22.44099, -5.85138, 2.34797], [22.27774, -6.82320, 3.32347], [21.04067, -6.60335, 4.09545], [23.91459, -7.19657, 0.72270], [23.30324, -4.00439, 0.49750], [22.80450, -5.30647, -0.44292], [24.55857, -4.97079, -0.32095], [24.58300, -5.74479, 1.97987], [21.63111, -6.07918, 1.65493], [22.19223, -4.85517, 2.71374], [21.07647, -5.87495, 4.90555], [20.47963, -7.46788, 4.45032], [20.26066, -6.17103, 3.46872], [24.88783, -7.25126, 0.45832], [23.63310, -8.04535, 1.19222], [14.06738, -8.90809, 9.97866], [14.06000, -8.66319, 8.57540], [14.03786, -9.98569, 10.13997], [14.95409, -8.52328, 10.48240], [13.23634, -8.38629, 10.45321], [14.74812, -9.20484, 8.18209], [18.96204, -9.53714, 11.23340], [17.59116, -9.90481, 10.72159], [19.62620, -10.39406, 11.34594], [19.46466, -8.92503, 10.48454], [19.03631, -8.94183, 12.14345], [17.66665, -9.86525, 9.76538]]}

=====

Entry Q
{"formula": "C37H87N5O7", "method": "ωB97M-V/def2-TZVPD", "smiles": "CC1(C)CCCC(C)(C)N1O.CC1(C)CCCC(C)(C)N1O.CC1(C)CCCC(C)(C)N1O.COC[C@H](C)N.COC[C@H](C)N.CO.CO", "orbital_gap_ev": 8.703, "symbols": ["C", "O", "H", "H", "H", "H", "C", "O", "H", "H", "H", "H", "C", "C", "C", "O", "C", "N", "H", "H", "H", "H", "H", "H", "H", "H", "H", "H", "H", "C", "C", "C", "O", "C", "N", "H", "H", "H", "H", "H", "H", "H", "H", "H", "H", "H", "C", "C", "C", "C", "C", "C", "N", "O", "C", "C", "C", "H", "H", "H", "H", "H", "H", "H", "H", "H", "H", "H", "H", "H", "H", "H", "H", "H", "H", "H", "C", "C", "C", "C", "C", "C", "N", "O", "C", "C", "C", "H", "H", "H", "H", "H", "H", "H", "H", "H", "H", "H", "H", "H", "H", "H", "H", "H", "H", "H", "C", "C", "C", "C", "C", "C", "N", "O", "C", "C", "C", "H", "H", "H", "H", "H", "H", "H", "H", "H", "H", "H", "H", "H", "H", "H", "H", "H", "H", "H"], "positions_angstrom": [[4.88845, -3.91600, 3.67118], [4.15451, -2.94097, 4.41613], [5.85442, -4.12340, 4.12978], [4.30260, -4.83517, 3.56586], [5.05571, -3.56016, 2.65428], [4.45408, -3.04550, 5.32322], [-3.25684, -0.52244, 3.26919], [-3.18459, 0.80115, 3.79200], [-3.04755, -1.24951, 4.05734], [-4.24363, -0.65454, 2.82473], [-2.52193, -0.67668, 2.47356], [-2.29180, 1.12124, 3.61396], [-4.10706, -0.06714, -4.66133], [-3.13154, -0.31889, -3.52205], [-3.77974, -1.22347, -2.48616], [-2.87792, -1.43360, -1.43895], [-3.38221, -2.25699, -0.41501], [-1.89208, -0.93424, -4.02588], [-3.62213, 0.30188, -5.56715], [-4.90589, 0.61484, -4.37050], [-4.53025, -1.01737, -5.01084], [-2.92484, 0.65165, -3.04065], [-4.08443, -2.15275, -2.99078], [-4.70157, -0.71841, -2.16926], [-2.78360, -2.17183, 0.48699], [-3.47195, -3.30205, -0.73510], [-4.41190, -1.95635, -0.16353], [-1.46424, -1.40048, -3.22557], [-1.18792, -0.23379, -4.23470], [0.75390, -4.48742, 3.47362], [0.85817, -4.21602, 4.95508], [-0.41751, -4.51953, 5.68059], [-1.49673, -3.86260, 5.04153], [-2.74268, -4.14529, 5.62391], [1.92637, -5.12131, 5.51791], [-0.01914, -3.80142, 3.12140], [0.33248, -5.47351, 3.25943], [1.64746, -4.33055, 2.87311], [1.26491, -3.21164, 5.11442], [-0.35796, -4.18901, 6.72727], [-0.54851, -5.60976, 5.68156], [-3.33771, -4.85177, 5.03365], [-3.33681, -3.22470, 5.64311], [-2.65602, -4.50817, 6.65042], [2.01380, -4.94646, 6.51578], [2.76953, -4.75296, 5.09033], [1.12632, 0.49012, 0.59164], [1.13683, -0.18990, 1.97281], [2.53712, -0.74224, 2.23776], [3.57287, 0.31549, 2.58039], [3.06293, 1.08157, 3.78281], [1.68611, 1.69750, 3.61882], [0.76894, 0.69375, 3.08042], [-0.51166, 1.26829, 2.85481], [1.18826, 2.17391, 4.98530], [1.82035, 2.94102, 2.69860], [0.16579, -1.36989, 1.93829], [2.11764, 0.83487, 0.29499], [0.39197, 1.28674, 0.53475], [0.85286, -0.24274, -0.17166], [2.52999, -1.49167, 3.02920], [2.84129, -1.18622, 1.28242], [3.77375, 1.01402, 1.76134], [4.51583, -0.19430, 2.78527], [3.77282, 1.83979, 4.12975], [3.01904, 0.41041, 4.65230], [1.67560, 1.62644, 5.79640], [1.26561, 3.24128, 5.16865], [0.14253, 1.86900, 5.07000], [1.82554, 2.66463, 1.64618], [1.01072, 3.65507, 2.86369], [2.75667, 3.44893, 2.92766], [-0.62694, -1.21265, 1.19753], [-0.33027, -1.51909, 2.89678], [0.65939, -2.28662, 1.61905], [-0.39251, 1.93991, 2.16673], [-3.94890, 3.31608, 1.30538], [-4.02848, 2.67904, -0.11449], [-4.78587, 3.60132, -1.04886], [-3.99671, 4.84143, -1.41273], [-2.59329, 4.51248, -1.89280], [-1.81019, 3.49112, -1.06969], [-2.71353, 2.43048, -0.69897], [-2.04111, 1.32909, -0.10887], [-0.72277, 2.92899, -1.99740], [-1.07366, 4.17943, 0.08943], [-4.81244, 1.37723, 0.02294], [-3.13540, 2.84507, 1.86177], [-4.83746, 3.05813, 1.87991], [-3.79800, 4.39067, 1.27119], [-5.03322, 3.13325, -2.00927], [-5.73694, 3.89994, -0.59969], [-3.92190, 5.49948, -0.53661], [-4.54844, 5.46878, -2.11566], [-2.05214, 5.47542, -1.89744], [-2.51956, 4.37217, -2.97894], [-1.17493, 2.44456, -2.87186], [-0.01841, 3.68462, -2.34243], [-0.18175, 2.12998, -1.48997], [-0.32773, 3.49814, 0.52749], [-0.50079, 5.06299, -0.19031], [-1.69639, 4.41163, 0.95079], [-4.21825, 0.61047, 0.51693], [-5.21999, 1.05641, -0.93616], [-5.67016, 1.57455, 0.66582], [-2.27782, 0.58903, -0.68212], [3.19190, 0.69270, -6.85396], [2.28476, -0.02422, -5.85165], [2.48030, -1.53798, -5.93125], [3.64833, -2.12489, -5.14762], [3.72133, -1.58733, -3.71267], [3.62380, -0.05630, -3.65633], [2.49786, 0.40471, -4.45967], [2.36816, 1.80616, -4.31811], [3.27856, 0.29942, -2.21170], [4.97269, 0.53945, -4.07330], [0.80311, 0.25676, -6.14654], [2.77605, 0.52125, -7.85412], [3.22652, 1.75867, -6.65500], [4.16142, 0.19767, -6.92890], [1.56638, -2.09446, -5.72394], [2.73769, -1.76255, -6.97504], [3.68118, -3.21307, -5.15995], [4.58296, -1.80625, -5.62787], [4.69725, -1.84141, -3.29954], [2.88053, -1.99246, -3.14338], [2.31608, -0.16818, -1.99649], [3.19181, 1.37484, -2.06518], [3.97510, -0.10448, -1.47225], [5.68750, 0.49364, -3.24022], [4.89094, 1.60204, -4.30586], [5.48429, -0.00602, -4.86553], [0.18772, -0.50454, -5.67235], [0.52264, 1.22181, -5.72691], [0.58326, 0.22816, -7.21345], [1.46302, 1.95052, -4.02510]]}

=====

Which one is most stable, and which one is least stable? entry Q is the most stable of them, while entry P is the least stable.